[1]
8
Properties=species:S:1:pos:R:3:lowdin_charge:R:1 method="wB97M-V/def2-TZVPD" gap_ev="6.91 / 6.15" lumo_energy_ha="-0.109 / -0.100" de_lowest_kj_mol=216.2
F 1.9203 0.0676 1.5739 -0.161
F 0.1171 0.3620 3.2629 -0.128
F 0.2913 2.1780 1.8901 -0.141
Si 0.4014 0.5966 1.7268 0.378
Si -0.4822 -0.6110 -1.5984 -0.787
I -0.6911 -3.1225 -1.2841 0.259
I -2.5491 0.6882 -2.0084 0.291
I 0.9924 -0.1588 -3.5629 0.289

[2]
7
Properties=species:S:1:pos:R:3:lowdin_charge:R:1 method="wB97M-V/def2-TZVPD" gap_ev=1.94 lumo_energy_ha=-0.443 total_charge=+3
Sr 2.8280 0.1616 -1.9470 1.683
Sr 0.1570 -4.4326 1.0910 1.810
Li -3.4308 0.7969 -1.6289 0.964
Li -1.4684 1.6433 3.7591 0.957
F -1.0555 -2.1462 -3.0602 -0.842
F 0.0237 0.0391 1.2304 -0.872
F 2.9462 3.9380 0.5556 -0.700

[3]
6
Properties=species:S:1:pos:R:3:lowdin_charge:R:1 method="wB97M-V/def2-TZVPD" gap_ev="10.65 / 7.77" lumo_energy_ha="-0.044 / -0.056" de_lowest_kj_mol=78.8
N -0.3968 1.3955 -1.9124 0.130
O 0.4768 -2.1671 0.5388 -0.470
F -0.8435 2.1689 -0.9092 -0.025
F 0.1151 0.3152 -1.2567 -0.173
F 0.2991 -0.8952 2.6075 -0.422
S 0.3494 -0.8173 0.9319 0.960

[4]
20
Properties=species:S:1:pos:R:3:lowdin_charge:R:1 method="wB97M-V/def2-TZVPD" gap_ev=8.62 lumo_energy_ha=-0.038 de_lowest_kj_mol=24.0
Hf 0.3877 0.3441 -0.4005 1.983
F 1.2149 2.4582 0.1981 -0.556
F 2.6733 -0.0762 -0.2246 -0.562
F 1.0495 1.2440 -2.4156 -0.561
F -1.2931 -0.6625 -1.6428 -0.539
O 1.1686 -1.7813 -1.7503 -0.119
H 0.6182 -2.5666 -1.6782 0.048
H 1.5944 -1.8489 -2.6113 0.081
O 0.8989 0.5553 1.9539 -0.128
H 0.5725 0.0359 2.6959 0.072
H 1.6345 1.0754 2.3063 0.098
O -1.5466 0.2859 1.0138 -0.120
H -2.3938 0.0397 0.6179 0.088
H -1.7268 0.3931 1.9534 0.093
O 0.0688 -1.7391 0.7243 -0.110
H 0.7497 -2.2202 1.2131 0.104
H -0.7157 -2.2980 0.7596 0.095
O -1.3227 2.0465 -0.8859 -0.119
H -1.4180 2.9996 -0.7866 0.090
H -2.2143 1.7150 -1.0406 0.061

[5]
11
Properties=species:S:1:pos:R:3:lowdin_charge:R:1 method="wB97M-V/def2-TZVPD" gap_ev=11.00 lumo_energy_ha=0.013 de_lowest_kj_mol=10.4
F -0.2723 -2.3460 -0.7138 -0.283
F 2.1398 -1.7553 -1.1070 -0.286
F 0.2454 1.7760 -0.8566 -0.350
F 1.1829 1.8755 1.2802 -0.270
N 0.6575 -0.4386 0.3132 -0.522
P 0.6447 -1.2151 -1.3014 0.687
P 1.4514 1.1243 -0.0609 0.683
Si -1.1435 0.1223 0.5236 0.528
H -1.9776 -0.8948 1.3262 -0.061
H -1.2330 1.2584 1.4320 -0.078
H -1.6953 0.4932 -0.8356 -0.047

[6]
6
Properties=species:S:1:pos:R:3:lowdin_charge:R:1 method="wB97M-V/def2-TZVPD" gap_ev="9.88 / 7.33" lumo_energy_ha="-0.041 / -0.052" de_lowest_kj_mol=370.6
N -1.0941 0.3255 -0.2862 0.010
F -1.2787 -1.0803 -0.0383 -0.117
F -1.6963 0.9775 0.7615 -0.079
F 1.6941 -0.4550 -1.6358 -0.382
F 1.6377 -0.7032 0.7037 -0.341
P 1.6301 0.5167 -0.2755 0.908

[7]
7
Properties=species:S:1:pos:R:3:lowdin_charge:R:1 method="wB97M-V/def2-TZVPD" gap_ev="6.25 / 8.27" lumo_energy_ha="-0.395 / -0.355" de_lowest_kj_mol=78.9 total_charge=+1
N 0.9603 1.0645 -0.5651 0.230
N -0.8450 -0.5343 0.3851 -0.144
F 2.0673 0.7761 -0.0304 0.238
F 1.0832 1.1064 -1.8381 0.226
F -0.1550 -1.0860 1.5084 0.075
F -1.8062 0.1821 0.8367 0.186
F -1.3045 -1.5089 -0.2964 0.189

[8]
34
Properties=species:S:1:pos:R:3:lowdin_charge:R:1 method="wB97M-V/def2-TZVPD" gap_ev="10.88 / 1.94" spin_multiplicity=2 lumo_energy_ha="-0.015 / -0.312" de_lowest_kj_mol=80.1
P -0.3543 -0.1856 -0.0170 0.246
F 0.4857 0.2889 -1.3867 -0.179
F -0.9999 1.2514 -0.0468 -0.129
F -1.5582 -0.7567 -0.9832 -0.143
F -1.3062 -0.6130 1.2415 -0.139
F 0.2898 -1.6934 -0.0748 -0.141
F 0.8889 0.3376 0.8823 -0.141
O 0.5686 3.3958 0.3384 0.341
H 0.1393 2.5586 0.1623 0.047
H 1.2483 3.1869 0.9791 0.053
O -0.7687 -4.0243 -2.4780 0.011
H -0.6492 -3.7952 -1.5563 0.007
H 0.1200 -4.0749 -2.8299 0.042
O 0.7282 1.6460 -4.4240 -0.049
H 0.1425 2.4028 -4.4038 0.028
H 1.2637 1.7358 -3.6357 0.014
O 1.6483 -1.7154 2.6709 -0.049
H 1.4874 -1.0874 3.3752 0.027
H 1.1751 -1.3591 1.9190 -0.032
O -3.9823 0.5350 0.9326 -0.024
H -3.1506 0.1253 0.6946 -0.016
H -3.9081 1.4334 0.6106 0.030
O -1.8429 -3.4085 0.4664 -0.005
H -1.4034 -3.6230 1.2892 0.053
H -1.6338 -2.4866 0.3159 -0.021
O 2.6093 -1.4171 -2.0593 -0.045
H 1.7190 -1.0700 -2.1145 -0.012
H 2.9158 -1.4369 -2.9659 0.033
O -1.1734 2.3032 2.8288 -0.017
H -1.9531 2.1657 3.3668 0.053
H -1.4802 2.8322 2.0924 0.022
O 2.8542 2.5692 1.6044 -0.004
H 2.6563 1.9455 2.3031 0.066
H 3.2240 2.0338 0.9024 0.072

[9]
28
Properties=species:S:1:pos:R:3:lowdin_charge:R:1 method="wB97M-V/def2-TZVPD" gap_ev=9.71 lumo_energy_ha=0.164 de_lowest_kj_mol=255.1 total_charge=-2
K -0.2728 -0.0644 -0.3662 0.827
N -0.1625 1.5172 -2.4787 -0.387
S -1.2901 2.1907 -3.2640 0.458
O -2.3419 1.3037 -3.7244 -0.292
O -1.0145 3.4663 -3.8752 -0.282
F -2.0391 2.6971 -1.9059 -0.238
S 0.9643 1.3244 -3.6788 0.540
O 2.0373 2.2377 -3.4729 -0.263
O 0.5908 1.0000 -5.0417 -0.282
F 1.4673 -0.0892 -3.1048 -0.209
N -1.1328 -2.4370 0.9524 -0.314
S -1.9093 -1.5914 2.2289 0.528
O -2.8547 -2.3084 3.0501 -0.278
O -2.1791 -0.1969 1.9755 -0.309
F -0.6445 -1.4923 3.1608 -0.172
S -2.3830 -3.2778 0.6082 0.430
O -3.4534 -2.4805 0.0608 -0.297
O -2.6434 -4.4831 1.3468 -0.293
F -1.7700 -3.9828 -0.7308 -0.234
N 1.6361 1.0196 1.2419 -0.335
S 3.1127 0.2088 1.3308 0.545
O 2.9622 -1.1844 0.9537 -0.295
O 4.1243 0.5808 2.2823 -0.278
F 3.7974 0.7834 -0.0106 -0.208
S 1.5677 1.2103 2.7830 0.428
O 2.2649 2.4118 3.1767 -0.294
O 1.5718 0.0666 3.6626 -0.288
F -0.0055 1.5697 2.8396 -0.207

[10]
34
Properties=species:S:1:pos:R:3:lowdin_charge:R:1 method="wB97M-V/def2-TZVPD" gap_ev=8.56 lumo_energy_ha=0.041 de_lowest_kj_mol=0.0 total_charge=-1
Li 0.3410 -2.3697 -1.2534 0.707
Li 0.4559 0.5709 -0.4494 0.588
Li 0.9855 2.6813 -2.0985 0.784
N 1.2483 -1.2122 0.1395 -0.410
S 2.8891 -1.6359 -0.0828 0.526
O 3.0349 -3.0262 -0.3461 -0.253
O 3.8569 -0.8910 0.6205 -0.223
F 2.8999 -0.9489 -1.5248 -0.197
S 1.1070 -1.7152 1.6853 0.440
O 1.6559 -0.7776 2.5803 -0.224
O 1.3773 -3.1025 1.8780 -0.249
F -0.4325 -1.6463 1.8752 -0.144
N -3.8216 -1.1517 0.0145 -0.270
S -2.9325 -2.5010 -0.1723 0.493
O -2.8490 -3.3027 0.9909 -0.245
O -1.7985 -2.4026 -1.0377 -0.346
F -3.9917 -3.2122 -1.0942 -0.169
S -2.9015 -0.1814 0.8811 0.473
O -1.6567 0.1643 0.2513 -0.356
O -2.8953 -0.4077 2.2807 -0.246
F -3.7346 1.1606 0.7397 -0.168
N 0.6758 2.4226 -0.1326 -0.455
S 2.1259 2.7238 0.6853 0.497
O 2.1895 2.4135 2.0506 -0.195
O 2.7242 3.9281 0.2158 -0.259
F 2.8974 1.5829 -0.0951 -0.184
S -0.3242 3.1854 0.9410 0.477
O -0.0777 4.5773 1.0751 -0.241
O -0.6632 2.3877 2.0467 -0.212
F -1.6057 3.1285 0.0051 -0.170
N -0.2274 -0.1196 -3.1925 -0.566
O -0.0003 -1.3086 -2.9338 -0.068
O -0.9722 0.2326 -4.0577 0.096
O 0.4197 0.7532 -2.4857 -0.229

Q: Which max |F| values were calculated for the entries above? A: 1.5, 1.3, 3.7, 7.4, 3.7, 2.8, 4.5, 4.0, 7.0, 3.4, in eV Å⁻¹.
Q: Which electronic energy values were calculated for the entries above? A: -1771.87606, -374.80463, -827.57268, -829.84300, -1428.35152, -795.42853, -608.07304, -1628.53723, -4655.53543, -4358.75045, in Eh.